Record 1
C41H43BrCl5N7OSn as an isolated structure, computed with the ωB97M-V functional and the def2-TZVPD basis.

The geometry in XYZ format:
```
99
Properties=species:S:1:pos:R:3:forces:R:3:lowdin_charge:R:1
Sn -0.35375 -0.20202 -0.29427 -0.199 0.271 -0.372 1.44
C -1.28888 2.68386 2.41253 0.041 0.026 0.123 -0.14
N -1.48797 1.24532 2.24734 0.151 0.481 0.102 -0.17
C -2.90544 0.96533 2.11438 -0.307 -0.080 -0.047 -0.16
C -3.57818 1.48637 0.86026 -0.169 0.155 0.135 -0.28
C -4.93207 1.19232 0.69081 0.109 0.125 0.089 -0.05
C -5.58027 1.62824 -0.44740 0.073 0.092 -0.099 -0.05
C -4.86571 2.37279 -1.37934 -0.146 0.101 0.322 -0.06
C -3.53360 2.62815 -1.11924 -0.207 0.771 0.480 -0.20
N -2.88791 2.18834 -0.03520 -0.210 0.330 0.197 0.09
C -0.95939 0.55761 3.41868 0.010 0.412 0.318 -0.15
C -1.19964 -0.91066 3.40190 0.220 0.421 0.997 -0.31
C -1.35773 -1.61220 4.59084 -0.051 -0.380 0.227 -0.01
C -1.54808 -2.98418 4.54111 0.025 0.081 -0.349 -0.05
C -1.58142 -3.60279 3.28917 0.044 0.326 0.114 -0.05
C -1.41013 -2.79906 2.17250 -0.206 -0.538 0.185 -0.21
N -1.22943 -1.48464 2.23545 0.153 -0.929 -1.250 0.03
C 0.12631 3.20918 2.28732 -0.036 -0.004 0.072 -0.26
C 0.30133 4.59526 2.31944 -0.038 -0.031 -0.011 -0.03
C 1.57352 5.11699 2.21504 -0.038 0.042 -0.029 -0.07
C 2.64356 4.24146 2.09312 0.027 -0.014 -0.028 -0.06
C 2.37527 2.88694 2.07674 -0.112 0.079 -0.029 -0.13
N 1.14596 2.36997 2.16350 -0.053 0.231 0.057 0.12
H -1.67819 3.00887 3.39798 0.017 -0.036 -0.066 0.14
H -1.88396 3.19157 1.65883 -0.019 0.029 -0.002 0.10
H -3.46675 1.34507 2.99034 0.026 0.042 -0.053 0.14
H -3.03960 -0.12146 2.10971 -0.034 0.344 0.012 0.07
H -5.45490 0.61394 1.44285 0.018 -0.013 -0.017 0.12
H -6.62428 1.39361 -0.60929 -0.022 -0.011 -0.011 0.12
H -5.32777 2.74122 -2.28436 -0.006 0.017 -0.032 0.12
H -2.94131 3.21143 -1.82145 -0.294 -0.007 0.361 0.06
H -1.39335 0.95358 4.35398 -0.081 0.144 -0.070 0.13
H 0.11191 0.75161 3.46537 -0.031 -0.006 -0.033 0.10
H -1.33353 -1.08488 5.53562 -0.007 -0.006 0.005 0.12
H -1.67039 -3.55782 5.45103 -0.009 -0.002 -0.023 0.11
H -1.72792 -4.66814 3.17913 0.002 0.012 0.022 0.11
H -1.43067 -3.23220 1.17736 0.034 -0.017 0.037 0.09
H -0.56061 5.24283 2.42384 -0.009 0.009 -0.014 0.12
H 1.73216 6.18778 2.22566 -0.001 0.005 0.017 0.11
H 3.66141 4.59784 2.01632 0.006 -0.001 -0.006 0.10
H 3.18210 2.17184 1.98955 0.070 0.080 -0.017 0.09
N -0.65933 -2.18944 -2.69453 -0.133 0.087 -0.018 0.01
N -0.18796 -0.82059 -2.59911 0.810 -0.132 0.006 -0.18
H -0.19085 -2.68338 -1.93605 0.033 -0.018 -0.019 0.06
H -1.65206 -2.15551 -2.47047 -0.007 -0.015 0.055 0.05
H -0.42447 -0.34599 -3.46149 -0.238 0.096 0.032 0.06
H 0.83177 -0.88596 -2.56865 -0.039 -0.127 -0.114 0.04
Cl -3.68163 -1.78493 0.24239 0.028 -0.249 -0.112 0.73
C -3.76301 -0.91522 -1.28024 0.033 -0.004 -0.147 -0.69
C -2.75134 -0.01714 -1.57537 0.088 -0.840 -0.494 -0.31
C -2.93337 0.62497 -2.79315 0.080 -0.465 -0.255 -0.70
Cl -1.75672 1.83046 -3.30268 0.532 -0.265 -0.380 0.72
C -3.99422 0.39914 -3.66739 0.108 -0.066 -0.011 -0.72
Cl -4.13070 1.24775 -5.16399 -0.035 0.028 -0.005 0.67
C -4.97109 -0.53009 -3.31564 0.062 0.007 -0.001 -0.72
Cl -6.29362 -0.84893 -4.36895 -0.040 0.019 -0.005 0.68
C -4.85939 -1.19318 -2.09903 -0.022 0.042 0.005 -0.72
Cl -6.07142 -2.33043 -1.63597 -0.010 0.019 0.017 0.67
Br 3.56426 0.91055 -1.24659 -0.004 0.003 0.021 0.91
C 2.33938 2.32782 -1.48325 -0.114 0.037 -0.052 -0.72
C 2.75755 3.46759 -2.15673 0.000 0.014 0.047 -0.11
C 1.85265 4.50481 -2.28914 0.002 0.021 0.004 -0.05
C 0.58836 4.37540 -1.73323 0.025 0.008 -0.018 -0.06
C 0.27196 3.19457 -1.08973 0.019 0.008 0.164 -0.18
N 1.12686 2.17052 -0.98017 0.045 -0.011 -0.130 -0.01
H 3.76140 3.52819 -2.54937 0.002 -0.002 -0.010 0.10
H 2.13757 5.40929 -2.81086 0.001 0.000 -0.004 0.11
H -0.14332 5.16789 -1.80204 -0.003 0.013 0.018 0.11
H -0.69402 3.05281 -0.61605 -0.070 -0.082 -0.084 0.08
C 1.79474 -2.83097 2.53117 0.004 0.018 -0.084 -0.05
C 2.77184 -1.74915 2.06892 -0.038 -0.074 0.000 -0.35
C 2.16849 -0.35660 2.16385 0.100 -0.269 -0.091 -0.10
C 3.36708 -2.15628 0.72998 0.044 -0.019 0.098 -0.15
C 4.65501 -2.68306 0.79966 0.036 0.040 -0.019 -0.06
C 5.31544 -3.20357 -0.29779 -0.017 0.015 0.028 -0.10
C 4.64303 -3.21828 -1.50379 -0.018 -0.001 -0.015 -0.06
C 3.35446 -2.71502 -1.63053 0.014 -0.019 0.048 -0.15
C 2.71286 -2.82108 -2.99861 0.107 -0.057 -0.009 -0.39
C 3.38421 -1.90246 -4.02164 -0.028 0.030 -0.024 -0.06
C 2.68885 -4.26518 -3.50849 -0.016 -0.025 -0.018 -0.06
C 2.68167 -2.14703 -0.51178 -0.026 0.237 -0.234 -0.34
O 1.47705 -1.58075 -0.69100 -0.058 -0.334 0.333 -0.39
H 1.36397 -2.59963 3.51038 -0.015 0.014 -0.029 0.08
H 2.29470 -3.79912 2.58890 0.012 0.003 0.036 0.09
H 0.98487 -2.92230 1.80793 0.093 -0.014 0.012 0.06
H 3.61184 -1.74562 2.77016 0.018 -0.074 0.002 0.12
H 1.23224 -0.26332 1.61943 0.090 -0.021 0.100 -0.03
H 2.85496 0.39217 1.77300 -0.054 -0.210 -0.039 0.04
H 1.95261 -0.11280 3.20726 0.080 -0.014 -0.012 0.08
H 5.15286 -2.67957 1.76347 0.006 -0.005 0.008 0.11
H 6.31878 -3.59907 -0.20969 0.004 0.010 0.002 0.09
H 5.12667 -3.63683 -2.38001 0.002 0.006 0.009 0.11
H 1.68083 -2.52311 -2.91664 -0.246 0.087 0.083 0.07
H 4.41109 -2.22185 -4.21477 0.001 0.007 0.019 0.08
H 3.42205 -0.87172 -3.66414 -0.018 -0.004 -0.015 0.04
H 2.84414 -1.92002 -4.97206 0.015 -0.013 0.001 0.08
H 3.68105 -4.59793 -3.82105 0.001 -0.005 0.024 0.07
H 2.02163 -4.35230 -4.36874 0.032 0.002 -0.020 0.08
H 2.33707 -4.94780 -2.73305 -0.017 0.012 -0.015 0.08
```
Positions in Å, forces in eV/Å.

Summary:
LUMO level = 0.26 eV
Kohn-Sham gap = 0.27205 hartree
net charge = 0
energy above the lowest of the compared OMol25 structures with the same formula, charge and spin = 4.0 kcal/mol


Record 2
C41H44BCl2FInN6O2SeSi as an isolated structure, computed with the ωB97M-V functional and the def2-TZVPD basis.

The geometry in XYZ format:
```
100
Properties=species:S:1:pos:R:3:forces:R:3:lowdin_charge:R:1
In 0.04119 -0.92237 0.73427 -0.108 0.079 0.431 0.83
C 5.53341 -0.84781 2.38938 -0.082 -0.007 -0.036 -0.01
C 4.10041 -0.44015 2.52892 -0.077 -0.015 -0.108 -0.26
C 3.52031 0.36003 3.48659 -0.071 0.123 0.128 0.03
C 2.14707 0.38861 3.18828 0.083 -0.148 0.078 -0.21
N 1.91356 -0.35937 2.10161 0.242 0.107 0.081 0.10
N 3.11632 -0.84511 1.70525 -0.048 -0.183 -0.041 0.04
B 3.21390 -1.57024 0.34876 -0.082 0.075 -0.015 -0.50
N 2.33201 -2.84997 0.34004 -0.080 0.067 -0.184 0.05
N 0.98701 -2.87977 0.08703 0.074 -0.063 0.321 0.06
C 0.63244 -4.16958 0.00855 0.100 0.081 -0.069 -0.22
C 1.76002 -4.97115 0.21784 -0.106 -0.121 -0.025 0.03
C 2.80639 -4.10392 0.43937 -0.063 0.046 -0.012 -0.26
C 4.22556 -4.42772 0.76717 -0.020 0.010 -0.013 -0.02
C -0.70081 -4.69433 -0.37697 -0.011 0.040 0.026 -0.16
C -1.89786 -4.31874 0.22704 -0.063 -0.032 0.052 -0.06
C -3.10085 -4.87843 -0.18956 0.063 0.005 -0.005 -0.08
C -3.12491 -5.82585 -1.20291 0.002 0.026 0.036 -0.09
C -1.93414 -6.21532 -1.80354 -0.005 0.041 0.033 -0.09
C -0.73491 -5.65434 -1.39204 0.014 0.012 -0.039 -0.04
N 2.79637 -0.58877 -0.77751 -0.009 0.003 0.129 0.03
N 1.52780 -0.54373 -1.28590 0.109 0.083 -0.087 0.08
C 1.57068 0.29178 -2.33067 0.098 0.013 -0.079 -0.22
C 2.85514 0.85179 -2.43941 -0.079 0.015 -0.111 0.03
C 3.60458 0.26321 -1.44402 -0.087 -0.022 -0.018 -0.26
C 5.04248 0.49119 -1.10985 -0.065 -0.014 0.028 -0.02
C 0.54576 0.38545 -3.40068 0.112 0.000 0.017 -0.18
C 0.03549 -0.78604 -3.96242 -0.016 -0.023 0.027 -0.09
C -0.76567 -0.73611 -5.09299 0.028 0.037 0.009 -0.10
C -1.04871 0.48854 -5.69048 0.028 -0.016 0.056 -0.10
C -0.54370 1.65631 -5.13898 -0.041 -0.042 0.033 -0.10
C 0.24592 1.60629 -3.99908 0.076 -0.034 0.109 -0.10
C 1.16197 1.07967 4.05005 0.001 0.003 -0.082 -0.16
C 1.44741 2.37336 4.48834 -0.006 0.083 -0.060 -0.04
C 0.62295 3.01079 5.40299 -0.030 -0.056 0.002 -0.08
C -0.49807 2.35733 5.90212 0.066 0.003 -0.073 -0.09
C -0.78896 1.07213 5.46829 -0.051 0.005 -0.014 -0.07
C 0.03462 0.43874 4.54768 -0.039 0.041 -0.005 -0.02
H 6.10254 -0.43759 3.22299 -0.018 -0.018 -0.016 0.08
H 5.64096 -1.93417 2.39952 -0.010 0.052 0.009 0.07
H 5.97466 -0.48260 1.46144 -0.022 0.003 0.017 0.06
H 4.00604 0.82957 4.32881 -0.060 -0.041 -0.071 0.12
H 4.35247 -1.90819 0.17533 -0.090 0.067 0.053 0.11
H 1.79423 -6.05040 0.22915 -0.018 0.117 -0.001 0.12
H 4.33254 -5.50724 0.85677 0.001 -0.005 0.007 0.08
H 4.91237 -4.07124 -0.00109 -0.013 -0.007 0.012 0.08
H 4.51477 -3.97268 1.71618 -0.001 -0.022 -0.032 0.08
H -1.90158 -3.58829 1.02531 -0.018 -0.033 -0.163 0.08
H -4.02335 -4.55882 0.28285 0.064 -0.023 -0.033 0.10
H -4.06653 -6.25692 -1.52461 0.055 0.025 0.006 0.10
H -1.94132 -6.94878 -2.60027 0.014 0.003 0.005 0.10
H 0.19279 -5.94480 -1.87262 -0.041 0.007 0.013 0.11
H 3.19598 1.54273 -3.19758 -0.034 -0.108 0.089 0.12
H 5.54265 0.95359 -1.95970 -0.008 0.013 0.018 0.08
H 5.13921 1.16425 -0.25328 0.004 -0.050 -0.003 0.09
H 5.55482 -0.43996 -0.86845 -0.013 0.013 -0.025 0.06
H 0.28629 -1.74042 -3.51313 0.007 0.036 -0.011 0.10
H -1.15437 -1.65467 -5.51963 0.013 0.046 0.038 0.10
H -1.66890 0.52834 -6.57880 0.011 0.008 0.040 0.10
H -0.79365 2.61734 -5.57040 0.003 -0.022 0.029 0.10
H 0.60262 2.52261 -3.54497 -0.034 -0.028 -0.049 0.09
H 2.31327 2.88995 4.08716 -0.038 -0.043 0.034 0.11
H 0.84939 4.02148 5.72233 -0.004 -0.039 -0.029 0.10
H -1.14395 2.85527 6.61488 0.003 -0.021 -0.015 0.10
H -1.66707 0.55688 5.84332 0.067 0.030 -0.036 0.11
H -0.18858 -0.56371 4.22269 -0.043 -0.150 -0.068 0.10
Cl -1.76038 -1.45987 -1.37350 -0.296 -0.019 -0.075 0.66
C -3.10448 -0.28612 -1.23200 -0.178 -0.061 0.096 -0.93
Cl -4.37191 -0.88892 -0.13449 0.199 0.069 -0.102 0.52
H -3.53382 -0.16986 -2.21661 0.032 -0.052 -0.111 0.03
H -2.71314 0.66947 -0.89228 0.035 0.017 0.142 -0.09
O 0.61634 -3.15634 2.96090 -0.590 0.442 0.056 -0.01
C -0.57830 -2.87092 2.99240 0.271 -0.131 -0.488 -0.53
O -1.22048 -2.03887 2.22443 0.924 -0.039 0.168 -0.20
H -1.23122 -3.40184 3.70468 -0.144 0.072 0.145 0.13
F -2.13461 4.63732 2.55445 -0.031 0.082 0.040 0.04
C -1.70825 3.44545 2.07568 -0.044 -0.017 0.011 -0.29
C -2.46097 2.32199 2.33657 -0.016 -0.143 0.040 -0.01
C -2.00118 1.09598 1.86823 0.123 0.118 -0.059 -0.14
C -0.82406 1.01223 1.12310 0.111 -0.283 -0.073 -0.27
C -0.11507 2.18262 0.85422 0.002 -0.131 -0.026 -0.16
C -0.54567 3.40657 1.34232 0.143 0.048 -0.124 -0.05
H -3.37431 2.40542 2.91290 0.022 0.010 -0.029 0.12
H -2.55798 0.19958 2.10896 -0.029 -0.028 -0.006 0.08
H 0.77851 2.15527 0.23548 -0.032 -0.010 0.080 0.10
H -0.01704 4.32601 1.12109 -0.039 -0.059 0.007 0.12
C -4.59213 5.08740 -0.96513 -0.180 0.143 0.044 -0.25
Si -3.64531 4.47379 -2.47659 0.140 -0.330 0.080 -0.05
C -2.97004 6.01019 -3.34008 -0.003 0.179 -0.115 -0.26
C -4.92629 3.71588 -3.64796 -0.197 0.091 -0.108 -0.26
Se -2.07552 3.00172 -1.96091 -0.127 0.245 -0.059 0.27
H -5.38168 5.80438 -1.24105 0.128 -0.122 0.070 0.02
H -3.91332 5.57267 -0.25564 -0.059 -0.050 -0.064 0.01
H -5.05665 4.23846 -0.45207 0.041 0.082 -0.029 0.02
H -3.76953 6.73555 -3.55566 0.134 -0.114 0.027 0.02
H -2.49009 5.73297 -4.28590 -0.038 0.045 0.106 0.01
H -2.21777 6.50010 -2.71228 -0.068 -0.055 -0.070 0.01
H -5.58844 4.46735 -4.11036 0.134 -0.172 0.124 0.02
H -5.54911 2.99863 -3.09811 0.085 0.074 -0.099 0.01
H -4.40653 3.16786 -4.44154 -0.082 0.068 0.063 0.01
```
Positions in Å, forces in eV/Å.

Summary:
LUMO level = 2.07 eV
Kohn-Sham gap = 0.20878 hartree
net charge = -1
energy above the lowest of the compared OMol25 structures with the same formula, charge and spin = 16.8 kcal/mol